Arrangement a

Formula: C3H6N4
Source: the OMol25 dataset
Level of theory: the ωB97M-V functional and the def2-TZVPD basis

Geometry as XYZ:
```
13
C3H6N4, DFT the ωB97M-V functional and the def2-TZVPD basis
C -1.73074 -0.29922 0.16660
C -0.28148 -0.12408 0.07896
N 0.31481 0.71383 -0.81180
C 1.62799 0.78199 -0.73191
N 2.35789 0.28952 0.21534
N 1.74298 -0.47481 1.11400
N 0.52420 -0.84554 0.86813
H -2.40604 0.04856 1.02774
H -1.81069 -1.41798 0.16849
H -2.24607 0.05695 -0.79336
H -0.30467 1.34201 -1.41145
H 2.14013 1.33706 -1.48350
H 0.07167 -1.40829 1.59275
```

Summary:
- LUMO level (eV) = -12.60
- frontier orbital gap (eV) = 9.6
- HOMO level (eV) = -22.2103
- total charge = +2
- SMILES string = Cc1[nH+]cnn[nH+]1



Arrangement b

Formula: C3H6N4
Source: the OMol25 dataset
Level of theory: the ωB97M-V functional and the def2-TZVPD basis

Geometry as XYZ:
```
13
C3H6N4, DFT the ωB97M-V functional and the def2-TZVPD basis
H -0.81814 2.39131 0.26346
N -1.12926 1.43665 0.10686
C -0.37870 0.43052 -0.00517
C 1.08888 0.44608 -0.09559
N -0.97572 -0.88310 -0.07133
C -2.23202 -1.19686 0.09449
N -3.13739 -0.21661 -0.03146
N -3.40884 0.86230 -0.09507
H 1.36021 0.55065 -1.15570
H 1.56802 -0.44920 0.30145
H 1.52188 1.31587 0.40908
H -0.29441 -1.65826 -0.11101
H -2.58729 -2.20979 0.29980
```

Summary:
- LUMO level (alpha / beta) (eV) = -13.60 / -13.60
- frontier orbital gap (alpha / beta) (eV) = 7.3 / 7.3
- HOMO level (alpha / beta) (eV) = -20.9156 / -20.9169
- total charge = +2
- SMILES string = [H]/N=C(C)/[NH+]=C\[N+]#N



Arrangement c

Formula: C3H6N4
Source: the OMol25 dataset
Level of theory: the ωB97M-V functional and the def2-TZVPD basis

Geometry as XYZ:
```
13
C3H6N4, DFT the ωB97M-V functional and the def2-TZVPD basis
C 2.59838 4.24511 1.07626
C -1.15298 -2.13125 0.03651
C 0.12750 1.97120 0.02705
N 1.00041 2.61734 0.40525
N 1.85745 3.44615 0.76937
N -2.02275 -1.36261 -0.68849
N -0.22877 -2.84209 -0.56427
H 3.29486 4.95642 1.34605
H -1.19596 -2.26850 1.06274
H -2.89318 -0.92645 -0.24005
H -1.85491 -1.40205 -1.66415
H 0.57516 -3.23064 0.01063
H -0.10518 -3.07265 -1.57691
```

Summary:
- LUMO level (eV) = -8.87
- frontier orbital gap (eV) = 9.6
- HOMO level (eV) = -18.4360
- total charge = +2



Which is the most stable structure? arrangement c is the most stable.



Arrangement a

Formula: C2H4FN
Source: the OMol25 dataset
Level of theory: the ωB97M-V functional and the def2-TZVPD basis

Geometry as XYZ:
```
8
C2H4FN, DFT the ωB97M-V functional and the def2-TZVPD basis
C 0.22239 1.02938 0.58702
C 0.81153 -0.56371 -1.19501
N 0.68672 0.25837 -0.26645
F 0.60693 1.52073 1.74079
H -2.17664 -0.55293 1.06397
H 0.29806 -1.48937 -1.10994
H 1.20724 -0.15626 -2.12754
H -1.65623 -0.04621 1.30715
```

Summary:
- LUMO level (alpha / beta) (eV) = 0.44 / 0.44
- frontier orbital gap (alpha / beta) (eV) = 8.7 / 8.7
- HOMO level (alpha / beta) (eV) = -8.2244 / -8.2236



Arrangement b

Formula: C2H4FN
Source: the OMol25 dataset
Level of theory: the ωB97M-V functional and the def2-TZVPD basis

Geometry as XYZ:
```
8
C2H4FN, DFT the ωB97M-V functional and the def2-TZVPD basis
C -1.06718 0.41561 0.01622
N 0.36609 0.54403 -0.16499
C 1.16923 -0.36464 0.09487
F 2.50278 -0.17959 -0.05753
H -1.37533 0.91550 -0.93952
H -1.48079 1.04511 0.80132
H -1.23579 -0.70545 -0.03383
H 1.12100 -1.67056 0.28347
```

Summary:
- LUMO level (eV) = 1.18
- frontier orbital gap (eV) = 11.5
- HOMO level (eV) = -10.3193
- SMILES string = C/N=C/F



Which is the most stable structure? arrangement b is the most stable.



Arrangement a

Formula: C2H4FNO
Source: the OMol25 dataset
Level of theory: the ωB97M-V functional and the def2-TZVPD basis

Geometry as XYZ:
```
9
C2H4FNO, DFT the ωB97M-V functional and the def2-TZVPD basis
C 1.40892 -0.39062 -0.17208
N 0.59891 0.50273 0.60330
C -0.43908 1.04834 0.56280
O -1.49847 1.48765 0.83259
H 2.44761 0.06553 -0.21059
H 1.36688 -1.27571 0.46588
H 1.00758 -0.51000 -1.20615
F -2.55116 -0.92190 -0.58922
H -2.34119 -0.00602 -0.28652
```

Summary:
- LUMO level (eV) = 0.45
- frontier orbital gap (eV) = 11.3
- HOMO level (eV) = -10.8434
- SMILES string = CN=C=O.F



Arrangement b

Formula: C2H4FNO
Source: the OMol25 dataset
Level of theory: the ωB97M-V functional and the def2-TZVPD basis

Geometry as XYZ:
```
9
C2H4FNO, DFT the ωB97M-V functional and the def2-TZVPD basis
C 0.18590 0.65924 -0.06171
C -0.04392 -0.46643 0.99760
H 0.49301 0.69103 -2.31465
H 0.11573 -0.66806 -1.68203
H 0.53240 -0.43989 2.06435
H -1.23068 -0.21471 1.37844
N -0.46090 0.33651 -1.33503
O 0.21181 1.80879 0.46260
F 0.19664 -1.70648 0.49042
```

Summary:
- LUMO level (eV) = -0.09
- frontier orbital gap (eV) = 10.3
- HOMO level (eV) = -10.3474



Which is the most stable structure? arrangement a is the most stable.



Arrangement a

Formula: C4H13N3O
Source: the OMol25 dataset
Level of theory: the ωB97M-V functional and the def2-TZVPD basis

Geometry as XYZ:
```
21
C4H13N3O, DFT the ωB97M-V functional and the def2-TZVPD basis
C -2.05457 -0.47285 -0.42769
C -1.01998 0.41398 -1.11789
N -0.04334 1.00340 -0.17178
N -0.70131 1.90579 0.68908
N 0.91581 1.76313 -0.88261
H -2.70608 -0.93497 -1.17691
H -1.57805 -1.27799 0.13965
H -2.69042 0.09935 0.25523
H -1.53329 1.19036 -1.70066
H -0.47844 -0.21979 -1.83293
H -0.79036 2.80896 0.22254
H -0.14303 2.07516 1.52358
H 1.72129 1.95136 -0.28532
H 1.28710 1.23731 -1.67684
C 1.22317 -1.41604 1.74494
C 1.28147 -2.15948 0.63740
O 1.93107 -1.78295 -0.50274
H 1.70464 -0.44782 1.81457
H 0.65600 -1.75401 2.60478
H 0.79945 -3.12168 0.52692
H 2.21886 -0.86123 -0.38331
```

Summary:
- LUMO level (eV) = 0.82
- frontier orbital gap (eV) = 9.0
- HOMO level (eV) = -8.2192
- SMILES string = CCN(N)N.C=CO



Arrangement b

Formula: C4H13N3O
Source: the OMol25 dataset
Level of theory: the ωB97M-V functional and the def2-TZVPD basis

Geometry as XYZ:
```
21
C4H13N3O, DFT the ωB97M-V functional and the def2-TZVPD basis
C -1.04962 -1.80926 -0.25911
C 0.44681 -1.29161 -1.50355
C -2.08890 -0.73566 -0.53109
O -0.67792 -1.96507 0.97801
H 0.13557 -0.95169 1.28285
H -1.22090 -2.74655 -0.80125
H -1.75365 0.22384 -0.13500
H 0.82602 -0.29717 -1.77086
H 1.22045 -2.05740 -1.40974
H -0.14580 -1.54934 -2.37968
H -3.01269 -1.01175 -0.01324
H -2.29864 -0.63259 -1.59502
N 0.54657 1.19190 1.11984
N 0.99783 -0.13840 1.01096
C 1.21724 3.31036 0.67790
N 1.30551 2.07288 0.40743
H 0.34866 1.44647 2.08723
H 1.93785 -0.28309 1.38112
H 0.90767 -0.49091 -0.07418
H 1.75295 3.99955 0.04036
H 0.60498 3.71551 1.48703
```

Summary:
- LUMO level (eV) = 0.79
- frontier orbital gap (eV) = 8.8
- HOMO level (eV) = -8.0107



Arrangement c

Formula: C4H13N3O
Source: the OMol25 dataset
Level of theory: the ωB97M-V functional and the def2-TZVPD basis

Geometry as XYZ:
```
21
C4H13N3O, DFT the ωB97M-V functional and the def2-TZVPD basis
H 3.57942 -1.18328 -1.08653
N 2.59135 -0.70927 -1.25928
C 1.53766 -0.95128 -0.51044
N 1.53235 -1.78201 0.62646
N 0.28124 -0.48810 -1.03480
C -0.65242 0.55237 -0.28546
C -0.00787 1.89160 0.34724
C -0.77413 2.42178 1.49387
H 0.75715 -1.88756 1.24223
H 2.47076 -2.23793 0.74375
H 0.52977 0.05794 -1.89593
H -1.44027 0.87682 -1.00911
H -0.99678 -0.03810 0.55809
H 0.23086 2.60812 -0.41313
H 0.94744 1.68483 0.70799
H -1.46697 1.61925 1.75351
H -0.26070 2.57315 2.42648
H -1.33892 3.34583 1.39939
O -2.25415 -3.06005 -1.15115
H -3.20157 -3.15795 -1.34764
H -2.06424 -2.13617 -1.30555
```

Summary:
- LUMO level (eV) = 0.80
- frontier orbital gap (eV) = 9.6
- HOMO level (eV) = -8.8362
- SMILES string = [H]/N=C(\N)NCCC.O



Which is the most stable structure? arrangement c is the most stable.



Arrangement a

Formula: C4H13N3O
Source: the OMol25 dataset
Level of theory: the ωB97M-V functional and the def2-TZVPD basis

Geometry as XYZ:
```
21
C4H13N3O, DFT the ωB97M-V functional and the def2-TZVPD basis
H 1.82482 0.35587 -0.72777
N 1.66886 -0.65877 -0.63049
C 0.70774 -0.75679 0.22900
C 0.21952 -2.12927 0.61415
N 0.15489 0.40387 0.84741
C -0.55564 0.31805 2.12384
N 0.86379 1.60644 0.55456
H 0.80832 -2.49800 1.45807
H -0.83693 -2.11116 0.88732
H 0.34922 -2.81172 -0.23051
H -1.49864 -0.22009 1.99675
H -0.79343 1.31474 2.51067
H 0.05436 -0.19741 2.87227
H 1.63198 1.73153 1.21913
H 0.24667 2.41472 0.66290
C -0.74573 0.53862 -2.76793
O -1.53200 0.44135 -1.59508
H -0.15356 1.45884 -2.74679
H -1.39659 0.55141 -3.64705
H -0.08788 -0.33183 -2.84892
H -0.92975 0.57962 -0.78154
```

Summary:
- LUMO level (eV) = 0.63
- frontier orbital gap (eV) = 9.6
- HOMO level (eV) = -8.9591
- SMILES string = [H]/N=C(/C)N(C)N.CO



Arrangement b

Formula: C4H13N3O
Source: the OMol25 dataset
Level of theory: the ωB97M-V functional and the def2-TZVPD basis

Geometry as XYZ:
```
21
C4H13N3O, DFT the ωB97M-V functional and the def2-TZVPD basis
C -1.56025 2.10793 1.42696
N -0.33448 1.36011 1.61397
N -0.30552 0.07251 1.02298
N 0.51935 0.04371 -0.11771
C -0.09275 0.50850 -1.35061
C 1.24800 -1.23028 -0.20778
C 0.55671 -2.35937 -0.96856
O 2.45205 -0.91151 -0.84328
H -2.46132 1.55764 1.74128
H -1.66622 2.37445 0.36973
H -1.49524 3.02614 2.00552
H -0.14939 1.23661 2.60283
H -1.25682 -0.25341 0.80707
H 0.60135 0.31038 -2.16547
H -0.25143 1.58479 -1.28314
H -1.05337 0.01597 -1.56324
H 1.42246 -1.53557 0.83758
H 1.18869 -3.24173 -0.92726
H 0.41971 -2.09135 -2.01226
H -0.40399 -2.58075 -0.50760
H 2.62245 0.00525 -0.48099
```

Summary:
- LUMO level (eV) = 1.03
- frontier orbital gap (eV) = 9.9
- HOMO level (eV) = -8.9056
- SMILES string = CNNN(C)[C@@H](C)O



Which is the most stable structure? arrangement a is the most stable.



Arrangement a

Formula: C23H31NO4
Source: the OMol25 dataset
Level of theory: the ωB97M-V functional and the def2-TZVPD basis

Geometry as XYZ:
```
59
C23H31NO4, DFT the ωB97M-V functional and the def2-TZVPD basis
C 0.78386 3.55948 -3.33140
O 1.99668 2.99013 -3.77373
C 2.78011 2.36013 -2.86082
C 2.50066 2.29285 -1.50041
C 3.34025 1.58082 -0.65654
C 2.96234 1.46135 0.79755
N 1.67165 0.80289 0.92436
C 1.08500 0.86995 2.24981
C -0.42304 0.60518 2.14782
C -0.76159 -0.47877 1.09838
C -1.19601 0.18479 -0.23403
O -0.58082 1.40846 -0.51951
C -1.92458 -1.32686 1.64657
C -2.44054 -2.43051 0.71631
O -3.50123 -3.14895 1.31130
C -4.75035 -2.60423 1.36167
C -5.14198 -1.41169 0.76342
C -6.45437 -0.98203 0.87562
C -7.38634 -1.72210 1.57779
C -6.99872 -2.91246 2.17341
C -5.69560 -3.35059 2.06811
C 0.47819 -1.36300 0.89706
C 1.71253 -0.57278 0.44634
C 4.47968 0.96437 -1.14856
C 4.78417 1.06072 -2.50406
O 5.88174 0.50716 -3.09322
C 6.79196 -0.20072 -2.28882
C 3.92774 1.74827 -3.35432
H 0.15175 2.82427 -2.82464
H 0.28277 3.91447 -4.23052
H 0.96245 4.40605 -2.66079
H 1.63300 2.77645 -1.08575
H 3.75000 0.92100 1.35107
H 2.86753 2.46206 1.23039
H 1.55933 0.14949 2.93668
H 1.24923 1.86974 2.65819
H -0.93089 1.52909 1.86882
H -0.79073 0.30457 3.12965
H -2.26973 0.39939 -0.19937
H -1.01802 -0.52453 -1.05835
H 0.33835 1.35398 -0.18376
H -2.75647 -0.66098 1.88898
H -1.61131 -1.80752 2.57694
H -1.66779 -3.18609 0.55519
H -2.74083 -2.02896 -0.25704
H -4.44343 -0.80990 0.20342
H -6.74396 -0.05376 0.40490
H -8.40552 -1.37681 1.66116
H -7.71706 -3.50205 2.72359
H -5.37744 -4.27545 2.52316
H 0.27357 -2.13733 0.15769
H 0.68966 -1.86187 1.84530
H 2.61814 -1.08805 0.81193
H 1.77373 -0.54188 -0.64569
H 5.11638 0.41769 -0.47104
H 6.32389 -1.07363 -1.82150
H 7.22607 0.43811 -1.51250
H 7.58108 -0.53484 -2.96071
H 4.15488 1.80542 -4.40546
```

Summary:
- LUMO level (eV) = 0.67
- frontier orbital gap (eV) = 9.1
- HOMO level (eV) = -8.4361
- SMILES string = COc1cc(CN2CCC(CO)(CCOc3ccccc3)CC2)cc(OC)c1



Arrangement b

Formula: C23H31NO4
Source: the OMol25 dataset
Level of theory: the ωB97M-V functional and the def2-TZVPD basis

Geometry as XYZ:
```
59
C23H31NO4, DFT the ωB97M-V functional and the def2-TZVPD basis
C -5.97479 1.00355 -0.74164
C -5.48966 0.33476 0.53995
C -3.96693 0.22303 0.61795
C -3.39968 -0.81944 -0.35762
C -1.89914 -0.85465 -0.31523
C -1.27455 -1.78382 0.45520
C 0.14553 -1.86388 0.59033
C 0.79638 -2.80448 1.34625
C 2.21274 -2.82977 1.48430
O 2.86948 -3.72999 1.97058
C 2.92034 -1.49414 1.05987
C 4.43137 -1.64528 0.98349
O 2.58894 -0.63283 2.17909
C 2.39011 0.65530 1.96824
O 2.31478 1.17032 0.87885
C 2.27530 1.40125 3.27897
C 3.67453 1.61801 3.85737
C 2.33404 -0.96696 -0.24162
O 2.99194 -0.76396 -1.23603
C 0.85786 -0.91338 -0.21761
C 0.19021 -0.02915 -0.99524
N -1.16403 0.06033 -1.03381
C -1.75029 1.13011 -1.83305
C -1.29287 2.50701 -1.33958
C -1.98876 3.59698 -2.15085
C -1.68220 3.43316 -3.63661
C -2.11963 2.05546 -4.12555
C -1.42712 0.95829 -3.32081
H -5.72744 0.40985 -1.61856
H -5.52650 1.98947 -0.85045
H -7.05489 1.12379 -0.71606
H -5.93107 -0.66041 0.62235
H -5.83652 0.92162 1.39291
H -3.52745 1.20350 0.42411
H -3.67763 -0.06777 1.62990
H -3.75583 -0.63254 -1.37079
H -3.77194 -1.80176 -0.06341
H -1.87321 -2.49360 1.00486
H 0.24077 -3.59458 1.82755
H 4.79551 -2.11023 1.89564
H 4.68078 -2.27644 0.13521
H 4.89425 -0.67031 0.84770
H 1.67726 0.80725 3.97013
H 1.78824 2.35858 3.09289
H 4.28586 2.19196 3.16472
H 4.15665 0.66101 4.03998
H 3.60942 2.16181 4.79648
H 0.75605 0.66256 -1.59664
H -2.83394 1.08814 -1.72217
H -0.21303 2.61180 -1.44611
H -1.53089 2.61344 -0.27840
H -1.65517 4.57710 -1.80708
H -3.06911 3.53884 -1.99460
H -2.19493 4.20848 -4.20810
H -0.60925 3.55148 -3.79945
H -1.87729 1.94087 -5.18301
H -3.20327 1.95960 -4.01979
H -0.35055 1.01738 -3.48358
H -1.76215 -0.02600 -3.65649
```

Summary:
- LUMO level (eV) = 0.36
- frontier orbital gap (eV) = 7.7
- HOMO level (eV) = -7.3650
- SMILES string = CCCCC1=CC2=CC(=O)[C@](C)(OC(=O)CC)C(=O)C2=CN1C1CCCCC1



Which is the most stable structure? arrangement b is the most stable.